123
Properties=species:S:1:pos:R:3 method="wB97M-V/def2-TZVPD" e_tot_ha=-5730.84908 charge=-2 orbital_gap_ev="5.86 / 4.73" homo_ev="-2.346 / -1.227" relative_energy_kj_mol=198.5
C -1.2676 6.0941 -2.9942
H -0.2789 3.1259 -1.6817
C -2.2697 0.7639 -3.4951
H 0.9458 5.3223 0.4078
C 1.0374 4.5740 -2.5738
H 3.0757 5.5649 -0.8217
H -5.0852 0.6745 -3.3076
N -2.4324 -3.9438 3.2696
H 1.5448 3.2555 3.7090
C -1.2577 -4.3711 8.0997
C 2.2757 3.7482 -2.2894
H -0.8732 -0.2439 -4.8103
C 4.4052 -3.6158 -0.4253
C -1.6323 -3.1860 3.9821
H 1.0559 -3.4822 -5.9775
C -1.3515 4.8520 -2.3722
C 2.9360 4.7344 -0.1266
C 1.9549 2.4986 -0.1742
C 5.2483 -4.7034 -0.5317
C -2.0675 -5.1077 7.2398
C -0.6923 -2.8684 6.2996
C -2.7991 1.7390 -4.5337
C 1.8862 5.0666 0.9139
C -3.2296 -0.4497 -3.1806
Cs -0.0070 -1.9935 1.3264
C 5.9749 5.0381 4.1749
C 2.1337 -0.9236 -4.9460
H 1.2311 4.9864 3.4998
H 6.2195 -4.5911 -0.9930
H -0.2335 1.2040 -3.9928
H -2.6345 -1.8674 -4.7138
H -2.9226 1.2456 -5.5005
N 1.7138 3.9215 1.7755
C 0.4880 -2.8762 -5.2661
H 0.0561 -2.6724 8.2863
H 5.2435 6.9169 4.9080
H -6.0615 -4.3570 -0.0295
C -0.2121 4.0960 -2.1615
C -3.6911 2.5430 2.4851
H 4.0371 2.5963 2.8290
S -3.7084 -3.9783 -0.4034
H -3.3902 -2.5865 -3.2855
H -4.2211 2.8195 3.3989
H 3.1534 4.2234 -2.7404
C -4.6549 -0.2536 -3.6851
O -3.3043 -0.4683 -1.7477
H 0.0396 7.5417 -3.8894
C -1.5007 -3.6065 5.4189
H -2.6020 -5.9785 7.5978
C 4.8366 -5.9268 -0.0377
C 4.3127 3.5416 3.2815
H -2.5389 0.9102 3.3605
S 1.3634 1.2949 2.1925
Cl 5.9002 -7.3160 -0.1638
H 6.3994 3.0918 3.3709
C 5.6322 3.8243 3.5882
Cl 1.2063 -5.1353 1.3942
H 2.0770 6.1916 -3.5141
C 3.5931 -6.0669 0.5584
C 1.1102 5.8138 -3.1959
H -5.4354 -5.2330 -1.4461
H 1.7718 0.0474 -4.5927
H 7.0094 5.2551 4.4118
H -1.1562 -4.6653 9.1387
C -2.7044 -1.8091 -3.6240
S 1.5803 1.0706 -1.0034
C 1.1527 -2.3582 -3.1644
H -4.6985 -0.2432 -4.7762
N 1.3184 -2.0100 -4.4751
N -2.5818 -3.5326 1.9503
H -2.0804 2.5518 -4.6521
H 3.8906 4.5456 0.3805
H 1.8507 -1.9184 -1.2333
C 3.3095 4.4722 3.5603
H -2.3098 4.4626 -2.0509
S -4.2932 -5.6068 2.0422
C -0.1308 -3.7723 -4.1745
H -2.7951 -5.2714 5.2228
H -0.3034 -2.3425 -5.8014
O 2.3330 -2.6723 0.2839
H -5.9218 -6.6998 0.6773
H -1.7300 -2.0299 -3.1917
O -0.0214 -1.7765 5.9068
C -5.2304 -4.9521 -0.4127
C 2.7727 -4.9646 0.6495
C -2.6119 0.6165 1.2801
C 1.7135 2.6369 1.2244
H 2.1624 2.7553 -2.7214
H -0.2573 -1.6738 4.9390
H 2.1930 5.9231 1.5191
Cl 4.9569 -2.0762 -1.0314
H -4.0842 0.4106 2.7169
H -2.8303 3.2019 2.3746
H -4.2956 -6.8505 -0.0218
N -2.7512 0.9670 0.1228
H -3.7533 2.1690 -4.2342
C 3.1135 -3.6641 0.1713
N 2.5159 3.5691 -0.8680
C -0.5779 -3.2625 7.6369
B -2.6974 0.6600 -1.2586
H -4.3512 2.7097 1.6338
H -0.4140 -0.2822 -3.0912
C -0.0348 6.5738 -3.4073
H 3.1747 -1.0380 -4.6281
C -3.2406 1.0874 2.5450
C 3.6614 5.6815 4.1454
C -0.8651 0.3237 -3.8752
H 2.8860 6.4096 4.3603
H 2.1158 -0.9211 -6.0350
H 2.3862 -0.9135 -2.4947
H -5.2646 -1.0807 -3.3224
C 4.9863 5.9671 4.4543
C -2.1782 -4.7169 5.9170
C 1.8780 4.1556 3.1938
O -0.9144 -4.6664 -4.4378
C -4.9930 -6.1682 0.4662
N 1.7500 -1.6484 -2.2256
N 0.3238 -3.3789 -2.9510
O -0.9755 -2.1614 3.6004
O -2.1906 1.4830 -2.2353
C -3.4025 -4.2523 1.3162
H -2.1625 6.6837 -3.1546
H 3.2641 -7.0214 0.9437